{"formula": "C6H11N3O2", "method": "the ωB97M-V functional and the def2-TZVPD basis", "spin_multiplicity": 1, "homo_ev": -8.572, "homo_lumo_gap_ev": 9.35, "smiles": "C#CN(C)N[C@@H](C)/C=[N+](/[O-])O", "relative_energy_kj_mol": 548.1, "energy_ev": -14959.135, "symbols": ["O", "O", "N", "N", "N", "C", "C", "C", "C", "C", "C", "H", "H", "H", "H", "H", "H", "H", "H", "H", "H", "H"], "xyz": [[-2.888959, -0.047763, 1.170765], [-3.396046, -0.890082, -0.825380], [1.057299, -0.810216, 0.038695], [-2.569883, -0.245337, -0.187051], [0.353324, 0.021660, 0.935243], [3.392411, -0.038258, -0.589685], [-0.516644, 1.011282, 0.292138], [0.232340, 2.085647, -0.501253], [0.828586, -2.227520, 0.270723], [2.289312, -0.446001, -0.340334], [-1.482396, 0.295637, -0.600915], [0.668657, -2.731363, -0.685532], [1.664130, -2.710895, 0.790596], [0.966067, 0.474273, 1.610782], [-1.234388, 0.123181, -1.633891], [-0.069545, -2.319082, 0.879281], [-1.069847, 1.475723, 1.117131], [-3.791621, -0.386389, 1.286985], [0.966602, 2.575196, 0.135515], [-0.462294, 2.840323, -0.867883], [0.753532, 1.637141, -1.342960], [4.309371, 0.312835, -0.952972]], "forces_ev_per_a": [[0.6, 0.3, 0.2], [-0.6, -0.5, -0.4], [-0.3, 0.0, 0.2], [-0.6, 0.1, 0.5], [0.0, 0.2, 0.4], [-0.5, -0.3, 0.0], [0.0, 0.1, 0.0], [-0.2, -0.1, 0.2], [-0.1, -0.5, -0.1], [0.1, 0.4, 0.2], [0.7, 0.3, 0.3], [0.0, 0.0, 0.1], [0.0, 0.1, 0.0], [0.1, -0.2, -0.2], [-0.2, -0.1, -0.1], [0.1, 0.0, -0.1], [0.1, -0.1, -0.1], [0.1, -0.2, -0.6], [0.1, 0.0, 0.0], [0.0, 0.0, -0.1], [0.1, 0.0, -0.1], [0.6, 0.2, -0.2]]}

{"formula": "C4H3N", "method": "the ωB97M-V functional and the def2-TZVPD basis", "spin_multiplicity": 1, "homo_ev": -10.444, "homo_lumo_gap_ev": 11.09, "smiles": "CC#CC#N", "relative_energy_kj_mol": 26.0, "energy_ev": -5684.238, "symbols": ["N", "C", "C", "C", "C", "H", "H", "H"], "xyz": [[-2.595433, -0.635917, -2.588043], [-0.598492, -0.211083, -0.961173], [0.132699, 0.005841, -0.007778], [1.007954, 0.305004, 1.103250], [-1.641925, -0.523822, -1.866249], [0.788845, 1.255954, 1.576165], [0.857187, -0.408485, 1.920289], [2.049165, 0.212509, 0.823540]], "forces_ev_per_a": [[4.3, 0.3, 3.1], [-0.1, -0.3, 0.8], [-1.3, -0.2, -1.8], [-0.1, -0.6, 0.8], [-3.1, 0.3, -2.2], [0.1, 0.4, -0.4], [-0.1, -0.2, -0.2], [0.2, 0.3, -0.1]]}

Copy entry 2 word for word.
{"formula": "C4H3N", "method": "the ωB97M-V functional and the def2-TZVPD basis", "spin_multiplicity": 1, "homo_ev": -10.444, "homo_lumo_gap_ev": 11.09, "smiles": "CC#CC#N", "relative_energy_kj_mol": 26.0, "energy_ev": -5684.238, "symbols": ["N", "C", "C", "C", "C", "H", "H", "H"], "xyz": [[-2.595433, -0.635917, -2.588043], [-0.598492, -0.211083, -0.961173], [0.132699, 0.005841, -0.007778], [1.007954, 0.305004, 1.103250], [-1.641925, -0.523822, -1.866249], [0.788845, 1.255954, 1.576165], [0.857187, -0.408485, 1.920289], [2.049165, 0.212509, 0.823540]], "forces_ev_per_a": [[4.3, 0.3, 3.1], [-0.1, -0.3, 0.8], [-1.3, -0.2, -1.8], [-0.1, -0.6, 0.8], [-3.1, 0.3, -2.2], [0.1, 0.4, -0.4], [-0.1, -0.2, -0.2], [0.2, 0.3, -0.1]]}